Record 1
Density functional theory data (ωB97M-V/def2-TZVPD) for 2 unconnected molecules or ions with the total composition C6H6N at a distorted geometry.

Properties
total charge	+1
energy above the lowest of the compared OMol25 structures with the same formula, charge and spin	7.8705	eV
M	92.12	g/mol
frontier orbital gap (alpha / beta)	6.73 / 7.60	eV

```
13
Properties=species:S:1:pos:R:3:forces:R:3:nbo_charge:R:1
N 2.181 -1.026 -0.026 -0.4966 -1.8074 -1.1086 -0.50
C 2.430 0.379 -0.001 0.6893 1.7740 2.8972 -0.30
C 1.055 0.998 0.028 -0.3220 -1.4692 1.4838 -0.11
C -3.199 -0.496 0.576 0.7144 -0.0002 0.0959 0.17
C 0.259 -0.085 0.149 -1.1458 1.0212 -0.3555 0.10
C -4.109 -0.093 -0.213 0.4829 -0.0766 0.6369 -0.76
C 0.907 -1.234 0.043 -0.3032 0.4999 0.2755 0.45
H 0.839 2.043 0.163 0.0254 0.1900 -0.2727 0.28
H 2.734 -1.830 -0.245 1.3777 0.1214 0.0140 0.46
H 3.036 0.555 0.981 -1.2024 0.0888 -1.2961 0.31
H -4.358 0.794 -0.729 -0.4469 0.4799 -0.5550 0.29
H 2.978 0.953 -0.699 1.2204 -0.4741 -1.5831 0.29
H -4.754 -0.960 -0.027 -0.5932 -0.3477 -0.2323 0.32
```
Forces are in eV/Å.

Record 2
Density functional theory data (ωB97M-V/def2-TZVPD) for a molecular structure, C15H22N5O4S2Ti at a distorted geometry.

Properties
multiplicity	2
energy above the lowest of the compared OMol25 structures with the same formula, charge and spin	0.0726	eV
M	448.37	g/mol
expectation value of S²	0.753
frontier orbital gap (alpha / beta)	8.01 / 8.10	eV

```
49
Properties=species:S:1:pos:R:3:forces:R:3:mulliken_spin:R:1
Ti -0.288 -0.324 -0.871 0.7907 -1.0773 0.1355 1.01
S 0.341 0.827 -5.401 -0.0062 -0.0101 0.0368 0.00
S -0.187 -2.658 -1.842 -0.2817 0.0384 -0.1059 -0.02
O -2.591 1.760 -0.012 -0.0939 -0.1302 -0.0133 0.01
O -0.614 -0.790 0.816 -0.2629 0.1028 0.3533 -0.02
O -2.072 2.245 -2.040 -0.0973 -0.1251 -0.1043 0.01
O -2.224 0.154 -1.438 0.2023 0.3819 -0.0902 -0.01
N -2.306 1.428 -1.161 -0.2279 0.4628 0.0676 0.00
N 1.712 -1.251 -0.759 -0.0432 -0.1748 0.0412 -0.01
N 0.726 1.599 -0.309 -0.0477 0.2638 0.1171 0.00
N -0.245 3.418 1.047 0.0480 -0.0064 -0.0675 0.00
N 0.404 0.359 -2.915 -0.0546 0.1743 -0.1474 -0.01
C 1.609 0.934 -3.231 0.0072 -0.0398 -0.0253 0.01
C 3.488 -3.309 -0.333 -0.0154 -0.0376 -0.0172 0.00
C -0.745 3.074 2.380 -0.0113 0.0194 0.0641 0.00
C 0.273 2.451 0.338 -0.2713 -0.0879 -0.1510 0.01
C 1.388 -2.501 -1.153 0.1298 0.0355 -0.0222 0.00
C -0.894 -0.739 3.178 0.0023 -0.0094 -0.0436 0.00
C 2.288 -3.561 -0.955 0.0532 0.0415 0.0121 0.00
C -0.779 -2.897 1.909 0.0481 0.0228 -0.0188 0.00
C 1.757 1.253 -4.537 0.0020 0.0030 -0.0294 0.00
C -2.771 -1.390 1.645 0.0260 -0.0135 -0.0250 0.00
C -0.358 0.248 -3.966 0.0061 0.0249 -0.0698 0.00
C 3.796 -2.015 0.096 0.0003 0.0367 -0.0021 0.00
C -1.266 -1.452 1.881 0.0046 -0.0530 0.0694 0.00
C 2.871 -1.023 -0.136 0.0637 0.0747 -0.0489 0.01
C -0.990 4.456 0.320 0.0457 0.0729 0.0261 0.00
H -1.302 -1.266 4.043 -0.0111 -0.0002 -0.0045 0.00
H 2.337 1.089 -2.450 -0.0025 0.0040 0.0072 0.00
H 0.192 -0.691 3.278 -0.0016 -0.0004 0.0117 0.00
H 3.044 0.000 0.177 -0.0170 -0.0013 0.0064 0.00
H -1.794 2.782 2.319 0.0062 -0.0086 -0.0086 0.00
H -1.228 -3.438 2.744 -0.0089 -0.0090 -0.0076 0.00
H -1.353 -0.169 -3.929 -0.0026 0.0069 0.0297 0.00
H 2.604 1.704 -5.024 0.0057 0.0016 0.0110 0.00
H -1.298 0.274 3.172 0.0020 0.0151 0.0112 0.00
H 4.726 -1.792 0.598 -0.0022 0.0068 -0.0001 0.00
H 0.308 -2.923 2.019 -0.0020 -0.0029 0.0139 0.00
H -3.099 -0.352 1.589 -0.0054 -0.0012 -0.0100 0.00
H -2.021 4.139 0.168 0.0011 -0.0104 0.0075 0.00
H -0.166 2.247 2.782 0.0268 0.0082 -0.0029 0.00
H -1.039 -3.398 0.976 0.0040 -0.0008 0.0008 0.00
H -3.016 -1.872 0.698 -0.0084 -0.0063 0.0060 0.00
H -0.635 3.941 3.030 -0.0059 0.0086 -0.0130 0.00
H -0.949 5.373 0.905 0.0076 0.0039 -0.0076 0.00
H 2.011 -4.553 -1.282 -0.0062 -0.0025 0.0009 0.00
H -0.526 4.622 -0.648 0.0087 0.0011 0.0037 0.00
H 4.191 -4.115 -0.166 -0.0073 -0.0052 -0.0031 0.00
H -3.308 -1.897 2.449 0.0025 0.0025 0.0061 0.00
```
Forces are in eV/Å.

- Number 1 is which compound?
  C6H6N

- What is the energy above the lowest of the compared OMol25 structures with the same formula, charge and spin in the first record?
  7.8705 eV

- energy above the lowest of the compared OMol25 structures with the same formula, charge and spin of number 2 (C15H22N5O4S2Ti)?
  0.0726 eV

- Which value of M does entry 1 give?
  92.12 g/mol